Record 1
A structure of composition C38H45N3O6Rb, computed with ωB97M-V with the def2-TZVPD basis set.

Output
* charge: -1
* energy relative to the best compared isomer or geometry (same formula, charge and spin): 0.0 kJ/mol
* total energy: -57548.118 eV
* gap between HOMO and LUMO: 5.5742 eV

```
93
Properties=species:S:1:pos:R:3:forces:R:3:mulliken_charge:R:1
Rb -1.5729 2.1107 -0.0897 0.2 0.3 -0.1 0.982
C 4.6169 -2.0513 0.8942 -0.1 0.1 0.0 -1.713
C 3.2923 -1.5420 1.4424 0.1 -0.1 0.2 1.614
C 3.1438 -1.9365 2.9140 0.0 0.0 0.0 -1.780
O 2.2240 -2.0589 0.6799 0.0 0.0 -0.1 -0.350
C 1.1963 -1.0690 0.7806 0.0 0.1 0.0 0.288
C 1.9639 0.2929 0.7257 0.0 -0.1 0.1 -1.196
O 3.2178 -0.1378 1.3276 0.1 0.1 -0.3 -0.503
C 2.1608 1.3380 -0.4563 -0.1 0.2 0.0 2.857
O 1.0315 2.0717 -0.5981 0.0 -0.3 0.1 -0.984
C 2.6336 0.8065 -1.8167 0.0 0.0 -0.1 -0.533
C 2.6646 1.7363 -2.8596 0.0 0.0 0.0 -1.051
C 3.1114 1.3905 -4.1222 0.0 0.0 0.0 -0.768
C 3.5500 0.0937 -4.3796 0.0 0.0 0.0 -0.798
C 3.5144 -0.8397 -3.3600 0.0 0.0 0.1 -1.047
C 3.0514 -0.4849 -2.0926 0.2 0.0 -0.1 1.267
C 3.3213 2.2575 0.0630 0.1 -0.1 0.0 -0.245
C 2.9724 3.4312 0.7142 0.0 0.1 0.0 -0.838
C 3.9430 4.2978 1.2061 0.0 -0.1 0.0 -0.741
C 5.2895 4.0046 1.0395 0.0 0.0 0.0 -0.490
C 5.6518 2.8372 0.3765 0.0 0.0 0.0 -0.908
C 4.6765 1.9744 -0.1020 0.0 0.0 0.0 0.103
C -0.0713 -1.4088 -0.0396 0.0 -0.1 0.0 1.558
O -0.9378 -0.3804 0.0377 -0.1 -0.2 0.1 -0.518
C -0.8578 -2.5760 0.6644 0.0 0.1 -0.1 0.838
C -1.2799 -2.3599 1.9849 0.0 0.0 0.0 -0.720
C -2.1795 -3.2006 2.6184 0.1 -0.1 0.0 -0.886
C -2.7267 -4.2917 1.9361 0.1 -0.1 0.0 -0.790
C -2.3478 -4.5042 0.6184 0.0 0.0 0.0 -0.798
C -1.4231 -3.6622 -0.0016 0.0 0.0 0.0 -0.117
C 0.2699 -1.8200 -1.4835 0.0 0.0 0.0 -0.497
C 0.9535 -2.9919 -1.8076 0.0 0.0 0.0 0.215
C 1.1693 -3.3451 -3.1318 0.0 0.0 0.0 -0.997
C 0.7279 -2.5188 -4.1580 0.0 0.0 0.0 -0.776
C 0.0778 -1.3347 -3.8442 0.0 0.0 0.0 -0.702
C -0.1526 -0.9946 -2.5167 0.0 -0.1 0.0 -0.407
H 4.6496 -3.1416 0.9244 -0.1 0.0 0.0 0.362
H 5.4350 -1.6614 1.5009 0.0 0.0 0.0 0.404
H 4.7481 -1.7136 -0.1298 0.0 0.0 -0.1 0.292
H 3.2571 -3.0151 3.0342 0.0 0.0 0.0 0.359
H 2.1644 -1.6402 3.2907 0.0 0.0 0.0 0.339
H 3.9052 -1.4296 3.5075 0.0 0.0 0.0 0.389
H 0.8528 -1.0848 1.8205 -0.1 0.0 0.0 -0.491
H 1.4714 0.9445 1.4524 0.0 0.0 0.0 0.759
H 2.3179 2.7409 -2.6534 0.0 0.0 0.0 0.442
H 3.1258 2.1340 -4.9117 0.0 0.0 0.0 0.376
H 3.9016 -0.1831 -5.3671 0.0 0.0 0.0 0.367
H 3.8273 -1.8604 -3.5452 0.0 0.0 0.0 0.464
H 2.9977 -1.2427 -1.3295 0.0 0.0 0.1 0.307
H 1.9133 3.6453 0.7960 0.0 0.0 0.0 0.519
H 3.6479 5.2102 1.7129 0.0 0.0 0.0 0.382
H 6.0496 4.6809 1.4131 0.0 0.0 0.0 0.357
H 6.6998 2.5998 0.2306 0.0 0.0 0.0 0.384
H 4.9692 1.0685 -0.6190 0.0 0.0 0.0 0.307
H -0.9241 -1.4805 2.5044 0.0 0.0 0.0 0.250
H -2.4586 -3.0093 3.6486 0.0 0.0 0.0 0.341
H -3.4151 -4.9664 2.4331 0.0 0.0 0.0 0.419
H -2.7565 -5.3432 0.0653 0.0 0.0 0.0 0.417
H -1.1565 -3.8520 -1.0321 0.0 0.0 0.0 0.379
H 1.3171 -3.6330 -1.0131 0.0 0.0 0.0 0.604
H 1.6976 -4.2632 -3.3646 0.0 0.0 0.0 0.409
H 0.9144 -2.7848 -5.1916 0.0 0.0 0.0 0.393
H -0.2382 -0.6639 -4.6343 0.0 0.0 0.0 0.428
H -0.6443 -0.0714 -2.2447 0.0 0.0 0.0 0.368
N -1.6590 4.6331 1.7125 -0.2 0.0 0.2 -0.353
C -2.9106 5.3792 1.9076 0.0 -0.1 0.0 -0.720
C -3.8685 5.1302 0.7521 0.0 0.0 0.0 -0.308
C -4.4355 3.6971 0.7309 0.0 -0.1 -0.1 0.495
O -4.8710 3.2409 1.8089 0.1 0.0 0.0 -0.806
O -4.4101 3.1041 -0.3850 0.0 0.1 0.1 -0.813
H -1.0613 4.7240 2.5249 0.0 -0.1 0.0 0.177
H -1.1372 5.0032 0.9307 0.1 0.2 -0.1 0.202
H -2.7426 6.4585 2.0275 0.0 0.0 0.0 0.348
H -3.3815 5.0070 2.8180 0.0 0.0 0.0 0.330
H -3.3807 5.3408 -0.2036 0.0 0.0 0.0 0.216
H -4.7185 5.8135 0.8397 0.0 0.0 0.0 0.270
N -4.8042 -2.1686 0.9612 -0.1 0.1 -0.2 0.189
C -5.1879 -0.9487 1.7652 0.3 -0.2 0.1 -0.976
C -4.1232 0.1026 1.4883 -0.1 0.2 -0.1 0.121
N -3.9816 0.3578 0.0846 -0.3 0.1 -0.1 -0.069
C -3.8219 -0.7731 -0.7739 0.4 -0.2 0.0 -0.115
C -4.8410 -1.8776 -0.5181 -0.1 0.2 0.1 -0.873
H -5.4124 -2.9535 1.1828 0.1 0.0 0.0 0.381
H -3.8439 -2.4589 1.2148 -0.1 0.0 0.0 -0.276
H -5.2172 -1.2478 2.8130 0.0 0.0 0.0 0.397
H -6.1783 -0.6393 1.4336 0.0 0.0 0.0 0.401
H -3.1768 -0.2619 1.9151 0.0 0.0 -0.1 -0.187
H -4.3984 1.0427 1.9741 0.0 0.0 0.0 0.418
H -4.4617 1.1897 -0.2553 0.0 0.1 0.1 0.430
H -2.8103 -1.1753 -0.6080 0.0 0.0 0.0 -0.135
H -3.8437 -0.4715 -1.8218 -0.2 0.0 0.0 0.511
H -4.6031 -2.8000 -1.0466 0.0 0.0 0.0 0.454
H -5.8635 -1.5660 -0.7357 0.0 0.0 0.0 0.395
```
Positions in Å, forces in eV/Å.

Record 2
A structure of composition C38H45N6O3SSeV, computed with ωB97M-V with the def2-TZVPD basis set.

Output
* charge: -1
* spin multiplicity: 4
* energy relative to the best compared isomer or geometry (same formula, charge and spin): 0.0 kJ/mol
* total energy: -157089.411 eV
* gap between HOMO and LUMO (alpha / beta): 4.4120 / 6.9672 eV

```
95
Properties=species:S:1:pos:R:3:forces:R:3:mulliken_charge:R:1
V 0.3855 -0.1136 0.1719 -0.1 0.0 0.2 -0.479
S 0.0421 -2.6829 4.2319 0.0 -0.1 0.0 -0.419
C -1.1678 -1.4828 4.1586 0.0 0.0 0.0 -0.491
C -1.0900 -0.7671 3.0042 0.0 0.0 0.1 -0.640
C -0.0395 -1.1515 2.1033 -0.1 0.1 -0.1 0.005
C 0.6466 -2.2014 2.6561 0.1 0.0 0.1 0.961
C 1.7936 -2.9273 2.1095 0.0 -0.1 0.0 0.494
C 2.6218 -3.7281 2.9163 0.0 0.1 0.0 -1.117
C 3.6928 -4.3864 2.3550 0.1 0.0 -0.1 -0.532
C 3.9351 -4.2494 0.9921 0.0 0.0 0.1 -0.867
C 3.0652 -3.4485 0.2725 0.1 0.0 0.0 -0.215
N 2.0309 -2.8088 0.7993 -0.1 0.0 -0.1 0.375
H -1.8665 -1.3645 4.9711 0.0 0.0 0.0 0.465
H -1.7717 0.0489 2.7975 0.0 0.0 0.0 0.098
H 2.4263 -3.8099 3.9768 0.0 0.0 0.0 0.381
H 4.3396 -4.9983 2.9732 0.0 0.0 0.0 0.403
H 4.7661 -4.7408 0.5060 0.0 0.0 0.0 0.374
H 3.2114 -3.3066 -0.7944 0.0 0.0 0.0 0.376
O -6.6081 0.6385 0.8022 0.0 0.0 0.0 -0.505
C -5.7216 1.7472 0.7882 0.0 0.0 0.0 -0.747
C -4.2982 1.2924 0.6466 -0.1 0.0 0.0 0.163
C -3.2634 2.2482 0.8172 -0.1 0.0 0.0 -1.494
C -1.9670 1.8386 0.6432 0.1 0.0 0.0 -0.975
N -1.6146 0.5875 0.3338 0.1 -0.1 0.0 1.983
C -2.6041 -0.3474 0.1370 0.0 0.0 0.0 0.643
C -3.9661 0.0156 0.3087 0.1 0.0 0.0 -0.983
C -2.1682 -1.6245 -0.2956 0.0 0.1 0.2 0.215
C -3.0170 -2.7423 -0.4626 0.1 -0.1 0.0 -0.634
C -2.5198 -3.9289 -0.9343 0.0 0.0 0.0 0.339
C -3.4035 -5.1421 -1.0576 0.0 0.0 0.0 -0.673
O -4.1437 -5.4112 0.1301 0.0 0.0 0.0 -0.535
C -1.1533 -3.9944 -1.2813 -0.1 -0.1 -0.1 -1.905
C -0.3737 -2.8783 -1.0791 0.1 0.1 0.0 -0.830
N -0.8257 -1.7322 -0.5725 0.1 0.1 -0.1 1.538
H -7.5077 0.9747 0.8116 0.0 0.0 0.0 0.310
H -5.8195 2.3315 1.7136 0.0 0.0 0.0 0.284
H -5.9642 2.4171 -0.0492 0.0 0.0 0.0 0.280
H -3.4818 3.2805 1.0615 0.0 0.0 0.0 0.524
H -1.1468 2.5385 0.7588 0.0 0.0 0.0 0.099
H -4.7462 -0.7130 0.1519 0.0 0.0 0.0 0.485
H -4.0608 -2.6680 -0.1913 0.0 0.0 0.0 0.596
H -2.7903 -6.0098 -1.3308 0.0 0.0 0.0 0.306
H -4.1499 -5.0022 -1.8447 0.0 0.0 0.0 0.277
H -3.5832 -5.1638 0.8749 0.0 0.0 0.0 0.346
H -0.7124 -4.9006 -1.6738 0.0 0.0 0.0 0.295
H 0.6827 -2.8997 -1.3191 0.0 0.0 0.1 0.456
C -2.6115 1.1232 -3.0815 0.0 0.0 0.0 -1.246
N -1.8224 -0.0693 -2.8845 0.0 0.0 -0.1 1.103
C -2.5049 -1.2397 -3.3760 0.0 0.0 -0.1 -1.477
C -0.4740 0.0269 -3.4273 0.1 -0.1 -0.1 -0.842
C 0.2693 1.2299 -2.8959 -0.2 0.0 0.0 0.304
C 0.5788 2.2527 -3.7899 -0.1 0.0 0.0 -0.865
C 1.0994 3.4586 -3.3438 0.0 0.0 0.0 -0.991
C 1.2799 3.6353 -1.9813 0.0 0.0 0.0 -0.822
C 0.9952 2.5920 -1.1055 0.1 0.0 0.0 1.949
C 0.5185 1.3401 -1.5182 0.0 -0.3 0.1 -0.245
H -2.7994 1.3372 -4.1523 0.0 0.0 0.0 0.291
H -2.1075 1.9831 -2.6421 0.0 0.0 0.0 0.236
H -3.5748 0.9996 -2.5825 0.0 0.0 0.0 0.360
H -2.6912 -1.1958 -4.4680 0.0 0.0 0.0 0.405
H -3.4651 -1.3496 -2.8706 0.0 0.0 0.0 0.351
H -1.9125 -2.1317 -3.1679 0.0 0.0 0.0 0.340
H -0.5092 0.0765 -4.5358 0.0 0.0 0.0 0.309
H 0.0527 -0.8966 -3.1623 -0.1 0.0 0.0 0.312
H 0.3772 2.1153 -4.8481 0.0 0.0 0.0 0.328
H 1.3323 4.2515 -4.0446 0.0 0.0 0.0 0.362
H 1.6616 4.5808 -1.6076 0.0 0.0 0.0 0.312
H 1.1862 2.7534 -0.0459 -0.1 0.0 -0.1 -0.422
C 3.6529 2.0194 0.9178 0.0 0.0 0.0 -1.072
C 3.1807 0.6663 1.4342 0.0 -0.1 0.3 0.551
C 4.3053 -0.3593 1.3605 0.0 0.0 0.0 -1.300
O 2.0731 0.2310 0.7178 -0.1 0.3 -0.2 -0.059
H 4.5630 2.3282 1.4375 0.0 0.0 0.0 0.507
H 2.8867 2.7740 1.0802 0.0 0.0 0.1 -0.092
H 3.8543 1.9572 -0.1530 0.0 0.0 0.0 0.289
H 2.8992 0.7822 2.4956 0.0 0.0 -0.1 0.052
H 4.5714 -0.5402 0.3168 0.0 0.0 0.0 0.268
H 4.0028 -1.3038 1.8074 0.0 0.0 0.0 0.214
H 5.1890 0.0071 1.8892 0.0 0.0 0.0 0.405
C 1.1952 5.4094 1.6146 0.0 0.0 0.0 -0.769
N -0.0746 5.2167 2.2822 0.0 -0.1 0.0 0.240
C -1.1474 6.0847 2.2597 -0.1 0.0 0.1 -0.482
C -2.1493 5.4968 2.9457 0.1 0.0 -0.1 -0.487
N -1.6837 4.2700 3.3714 0.1 0.0 0.0 0.385
C -2.4186 3.2858 4.1370 0.0 -0.1 0.0 -0.716
C -0.3998 4.0862 2.9658 -0.1 0.0 -0.1 -0.413
Se 0.6148 2.5904 3.2169 0.1 0.1 0.1 -0.144
H 1.3105 6.4666 1.3845 0.0 0.0 0.0 0.367
H 1.2379 4.8224 0.6983 0.0 0.0 0.0 0.166
H 1.9949 5.0738 2.2721 0.0 0.0 0.0 0.342
H -1.1036 7.0323 1.7576 0.0 0.0 0.0 0.434
H -3.1453 5.8351 3.1596 0.0 0.0 0.0 0.442
H -3.4311 3.6555 4.2881 0.0 0.0 0.0 0.283
H -1.9289 3.1191 5.0956 0.0 0.0 0.0 0.338
H -2.4447 2.3424 3.5907 0.0 0.0 0.0 0.166
```
Positions in Å, forces in eV/Å.

Record 3
A structure of composition C38H45N9PbS3, computed with ωB97M-V with the def2-TZVPD basis set.

Output
* charge: 0
* energy relative to the best compared isomer or geometry (same formula, charge and spin): 0.0 kJ/mol
* total energy: -91302.097 eV
* gap between HOMO and LUMO: 7.1010 eV

```
96
Properties=species:S:1:pos:R:3:forces:R:3:mulliken_charge:R:1
Pb 0.3183 0.9873 -0.2054 0.1 0.0 -0.1 0.696
C -4.2789 4.0971 2.4776 -0.1 -0.1 0.0 -0.816
S -3.8175 3.9924 0.7389 0.1 0.2 0.0 0.035
C -2.4264 2.9217 0.7833 -0.1 -0.1 0.0 0.363
S -1.4095 3.1025 -0.5911 0.0 -0.1 -0.1 -0.496
N -2.3286 2.1519 1.8259 0.0 0.1 0.1 -1.541
N -1.2182 1.3433 1.8470 0.1 0.0 0.0 1.430
C -0.9411 0.8613 2.9942 -0.1 0.0 0.0 -1.391
C 0.2334 0.0117 3.2166 0.0 0.0 0.0 0.691
C 0.5672 -0.3723 4.5094 0.0 0.0 0.0 -0.843
C 1.7200 -1.1171 4.7096 0.0 0.0 0.0 -0.935
C 2.4955 -1.4545 3.6158 0.0 0.0 0.0 -1.137
C 2.0753 -1.0456 2.3554 0.0 0.0 0.0 -0.669
N 0.9733 -0.3378 2.1573 0.0 0.0 0.0 1.579
H -5.1048 4.8064 2.5206 0.0 0.0 0.0 0.365
H -3.4434 4.4731 3.0631 0.0 0.0 0.0 0.267
H -4.5980 3.1337 2.8655 0.0 0.0 0.0 0.207
H -1.5611 1.1224 3.8508 0.0 0.0 0.0 0.306
H -0.0626 -0.0778 5.3386 0.0 0.0 0.0 0.518
H 2.0077 -1.4227 5.7074 0.0 0.0 0.0 0.450
H 3.4061 -2.0280 3.7198 0.0 0.0 0.0 0.584
H 2.6538 -1.2963 1.4724 0.0 0.0 0.0 0.593
C 4.1528 3.8386 3.7896 0.0 0.0 0.0 -1.203
C 3.6892 2.3911 3.6855 0.0 0.0 0.0 -0.505
N 3.9733 1.7854 2.4010 0.0 0.0 0.0 -0.014
C 3.2340 1.9278 1.2685 0.0 0.0 0.0 0.036
S 1.7126 2.7573 1.3605 0.0 0.0 0.0 -0.275
N 3.8024 1.4315 0.1893 0.0 -0.1 0.0 -1.184
N 3.0024 1.4383 -0.9095 0.0 0.2 0.0 1.224
C 3.5606 1.4413 -2.0622 0.0 0.0 0.0 0.120
C 5.0441 1.4873 -2.2802 0.0 0.0 0.0 -1.937
C 2.6538 1.3885 -3.2370 0.0 0.0 0.0 0.708
C 3.1680 1.4104 -4.5335 0.0 0.0 0.0 -0.994
C 2.3035 1.3297 -5.6122 0.0 0.0 0.0 -0.613
C 0.9446 1.2242 -5.3755 0.0 0.0 0.0 -0.808
C 0.5173 1.2208 -4.0554 0.0 0.0 0.0 -0.064
N 1.3337 1.3081 -3.0142 0.0 0.0 0.0 0.459
H 3.8931 4.2558 4.7641 0.0 0.0 0.0 0.401
H 3.6710 4.4403 3.0191 0.0 0.0 0.0 0.275
H 5.2343 3.9131 3.6625 0.0 0.0 0.0 0.341
H 2.6150 2.3293 3.8564 0.0 0.0 0.0 0.175
H 4.1772 1.7769 4.4459 0.0 0.0 0.0 0.441
H 4.8986 1.4191 2.2380 0.0 0.0 0.0 0.293
H 5.5500 1.4137 -1.3228 0.0 0.0 0.0 0.421
H 5.3355 2.4244 -2.7608 0.0 0.0 0.0 0.335
H 5.3728 0.6688 -2.9245 0.0 0.0 0.0 0.366
H 4.2326 1.4916 -4.6961 0.0 0.0 0.0 0.409
H 2.6901 1.3492 -6.6231 0.0 0.0 0.0 0.412
H 0.2282 1.1545 -6.1821 0.0 0.0 0.0 0.478
H -0.5394 1.1428 -3.8250 0.0 0.0 0.0 0.227
C -3.9321 -0.8903 1.3117 0.0 0.0 0.0 -1.190
C -4.4505 -0.0049 0.2126 0.0 0.0 0.0 1.135
C -5.6653 0.6580 0.3325 0.0 0.0 0.0 -0.850
C -6.1407 1.4655 -0.6875 0.0 0.0 0.0 -1.127
C -5.3872 1.6339 -1.8369 0.0 0.0 0.0 -1.015
C -4.1616 0.9974 -1.9892 0.0 0.0 0.0 1.385
C -3.3227 1.1989 -3.2165 0.0 0.0 0.0 -1.029
C -3.7131 0.1678 -0.9615 0.0 0.0 0.0 -0.970
N -2.4663 -0.5098 -1.0573 -0.1 0.0 0.1 1.404
C -2.4522 -1.6995 -1.4950 0.0 0.0 0.0 0.603
C -3.6361 -2.4214 -2.0841 0.0 0.0 0.0 -1.936
C -1.1797 -2.5010 -1.3413 0.1 0.0 0.0 0.719
C -1.0033 -3.7188 -2.2065 0.0 0.0 0.0 -2.029
N -0.3744 -2.1218 -0.4400 -0.1 -0.1 0.0 1.010
C 0.7910 -2.8521 -0.1190 0.0 0.0 0.0 -1.231
C 1.9662 -2.7356 -0.8652 0.0 0.0 0.0 1.415
C 2.0493 -1.8885 -2.1060 0.0 0.0 0.0 -1.184
C 3.0991 -3.4114 -0.4161 0.0 0.0 0.0 -0.834
C 3.0691 -4.1846 0.7311 0.0 0.0 0.0 -0.957
C 1.8919 -4.2851 1.4595 0.0 0.0 0.0 -0.841
C 0.7470 -3.6156 1.0560 0.0 0.0 0.0 1.293
C -0.5188 -3.6672 1.8628 0.0 0.0 0.0 -1.295
H -4.4895 -0.7211 2.2324 0.0 0.0 0.0 0.491
H -2.8755 -0.6988 1.5007 0.0 0.0 0.0 -0.126
H -4.0255 -1.9494 1.0518 0.0 0.0 0.0 0.282
H -6.2372 0.5430 1.2460 0.0 0.0 0.0 0.441
H -7.0847 1.9828 -0.5763 0.0 0.0 0.0 0.389
H -5.7407 2.2845 -2.6277 0.0 0.0 0.0 0.420
H -3.7876 1.9176 -3.8901 0.0 0.0 0.0 0.415
H -3.1671 0.2654 -3.7651 0.0 0.0 0.0 0.242
H -2.3493 1.5924 -2.9207 0.0 0.0 0.0 -0.054
H -4.4850 -1.7520 -2.1961 0.0 0.0 0.0 0.419
H -3.9304 -3.2537 -1.4393 0.0 0.0 0.0 0.380
H -3.3822 -2.8438 -3.0571 0.0 0.0 0.0 0.456
H -1.8224 -4.4232 -2.0551 0.0 0.0 0.0 0.501
H -0.0639 -4.2203 -1.9885 0.0 0.0 0.0 0.416
H -1.0156 -3.4334 -3.2613 0.0 0.0 0.0 0.334
H 2.5757 -0.9570 -1.8893 0.0 0.0 0.0 -0.091
H 1.0714 -1.6163 -2.4976 0.0 0.0 0.0 0.117
H 2.6009 -2.4082 -2.8911 0.0 0.0 0.0 0.578
H 4.0167 -3.3251 -0.9869 0.0 0.0 0.0 0.479
H 3.9593 -4.7056 1.0592 0.0 0.0 0.0 0.430
H 1.8628 -4.8769 2.3669 0.0 0.0 0.0 0.398
H -0.3414 -4.1391 2.8287 0.0 0.0 0.0 0.465
H -1.3034 -4.2293 1.3497 0.0 0.0 0.0 0.292
H -0.9063 -2.6588 2.0236 0.0 0.0 0.0 0.074
```
Positions in Å, forces in eV/Å.

> The highest total energy belongs to which entry?

C38H45N3O6Rb